{
  "formula": "C4H18O4",
  "method": "ωB97M-V with the def2-TZVPD basis set",
  "lumo_energy_ev": [-2.76, -9.51],
  "de_lowest_ev": 0.000,
  "homo_lumo_gap_ev": [11.33, 4.57],
  "charge": 1,
  "multiplicity": 2,
  "species": ["C", "C", "C", "C", "H", "H", "H", "H", "H", "H", "H", "H", "H", "H", "H", "H", "O", "H", "H", "O", "H", "H", "O", "H", "H", "O"],
  "xyz": [[0.70010, 2.57223, 0.64365], [-0.14432, 1.14689, 0.38699], [0.15672, 0.05758, 1.34970], [-1.57722, 1.68997, 0.45271], [1.41873, 2.59327, -0.18759], [0.07494, 3.45982, 0.63354], [1.17784, 2.44475, 1.61256], [0.11465, 0.74463, -0.59466], [-0.34070, -0.82720, 0.92366], [-0.23890, 0.24513, 2.33761], [1.22288, -0.18285, 1.43639], [-1.89825, 2.15913, -0.47347], [-2.23898, 0.83576, 0.71515], [-1.69975, 2.34660, 1.31416], [-3.03525, -1.80698, 0.91294], [-4.06685, -1.78845, 1.94181], [-3.23206, -1.33813, 1.73744], [2.29201, 2.10093, -2.38059], [3.76331, 1.71291, -2.59992], [2.94829, 1.42697, -2.16083], [-0.80126, -4.40684, 0.40299], [0.00335, -3.63627, -0.73380], [-0.43994, -3.56139, 0.11703], [1.81272, -1.93254, -2.38022], [2.45321, -3.21301, -2.78156], [1.57474, -2.84289, -2.62569]],
  "atomic_forces_ev_per_a": [[0.4, 1.1, 0.2], [-0.7, -2.4, -0.7], [0.3, 0.4, 0.3], [0.2, 0.8, 0.2], [-0.3, -0.4, 0.0], [0.1, -0.1, 0.0], [-0.2, -0.2, 0.1], [0.1, 0.7, -0.1], [0.2, -0.2, 0.1], [-0.1, 0.0, 0.3], [-0.1, -0.1, -0.2], [0.1, 0.2, 0.1], [0.4, -0.4, 0.0], [-0.3, 0.2, 0.0], [0.5, 0.1, 0.0], [0.1, 0.5, 0.5], [-0.4, -0.5, -0.7], [0.3, -0.1, -0.3], [-0.2, -0.1, 0.1], [-0.1, 0.2, 0.1], [0.3, 0.0, -0.4], [0.0, -0.5, -0.1], [-0.2, 0.7, 0.4], [-0.3, -0.3, -0.1], [-0.2, -0.3, -0.1], [0.5, 0.6, 0.3]],
  "mulliken_spin": [0.37, 0.19, 0.03, 0.17, 0.06, -0.01, 0.01, -0.01, 0.05, 0.00, 0.02, 0.00, 0.09, 0.02, 0.00, 0.00, 0.01, 0.00, 0.00, 0.00, 0.00, 0.00, 0.00, 0.00, 0.00, 0.00]
}